70
Properties=species:S:1:pos:R:3 method="wB97M-V/def2-TZVPD" e_above_lowest_ev=2.210 spin_multiplicity=1 max_force_ha_per_bohr=0.1612 orbital_gap_ev="7.16 / 6.06" charge=+4
Sn 0.178 0.257 1.461
P 0.451 -1.629 0.163
P 2.432 0.197 2.022
P -1.881 0.653 0.478
H 1.757 2.370 0.369
C 0.703 2.183 0.583
C 0.229 2.364 1.948
H 0.940 2.665 2.713
C 1.098 -1.462 -1.575
C 1.577 -3.003 0.716
C -0.986 -2.745 -0.226
C 3.175 1.674 2.853
C 3.193 -1.087 3.126
C 3.606 0.098 0.593
C -2.683 2.300 0.739
C -3.374 -0.391 0.815
C -1.922 0.653 -1.373
H 0.082 2.547 -0.238
H -0.733 2.842 2.108
H 1.184 -2.432 -2.080
H 2.078 -0.979 -1.553
H 0.428 -0.816 -2.148
H 1.562 -3.831 -0.003
H 1.240 -3.371 1.690
H 2.606 -2.653 0.819
H -0.655 -3.609 -0.813
H -1.751 -2.215 -0.797
H -1.434 -3.098 0.707
H 4.247 1.508 3.003
H 2.697 1.834 3.824
H 3.034 2.570 2.244
H 4.276 -1.131 2.966
H 2.762 -2.071 2.944
H 3.007 -0.816 4.168
H 4.640 0.258 0.919
H 3.331 0.859 -0.141
H 3.538 -0.881 0.113
H -3.616 2.347 0.167
H -2.021 3.103 0.407
H -2.905 2.449 1.799
H -4.207 -0.090 0.170
H -3.678 -0.267 1.858
H -3.157 -1.447 0.647
H -2.895 0.988 -1.749
H -1.720 -0.348 -1.760
H -1.139 1.323 -1.737
C -0.851 0.256 -6.118
C -0.169 0.664 -7.268
C 0.005 2.024 -7.524
C -0.498 2.979 -6.641
C -1.178 2.561 -5.495
C -1.358 1.207 -5.227
O -1.054 -1.069 -5.810
H -0.654 -1.613 -6.507
H 0.224 -0.080 -7.959
H 0.536 2.333 -8.420
H -0.361 4.037 -6.843
H -1.573 3.296 -4.800
H -1.884 0.870 -4.339
C -1.892 -2.773 4.417
N -1.128 -1.659 4.942
C -0.493 -0.744 4.155
N 0.155 0.289 4.749
O -0.535 -0.869 2.930
H -1.893 -2.804 3.307
H -2.944 -2.686 4.761
H -1.466 -3.724 4.797
H -1.093 -1.554 5.968
H 0.635 1.011 4.211
H 0.172 0.377 5.775